# 1
C13H43B2Cl6N11O22Y as an isolated structure at a distorted geometry, computed with the ωB97M-V functional and the def2-TZVPD basis.

Calculated values
LUMO energy (eV): -3.52
Charge: +1
Energy (eV): -153107.3656
Orbital gap (Eh): 0.3447
F_max (Eh/bohr): 0.106

Atoms and positions in Å:
O: 7.27 -16.46 7.66
N: 12.47 -14.74 9.77
O: 9.56 -17.68 5.63
H: 10.03 -14.07 8.08
H: 11.27 -15.34 4.41
H: 14.02 -15.65 8.84
B: 9.24 -18.03 9.51
N: 7.36 -13.94 4.50
H: 3.93 -15.35 11.05
O: 5.45 -17.82 9.63
C: 11.55 -19.91 11.49
H: 8.28 -17.68 9.86
H: 9.33 -19.10 9.65
Y: 9.14 -15.82 9.00
O: 5.47 -15.27 7.70
C: 6.17 -19.63 10.88
Cl: 10.16 -19.90 12.50
H: 8.66 -12.23 4.83
O: 9.24 -9.34 10.51
H: 11.36 -11.60 7.70
C: 4.77 -14.66 10.99
O: 10.16 -15.99 6.78
N: 10.25 -16.66 5.77
O: 12.16 -13.78 6.86
B: 9.22 -13.53 8.56
O: 11.47 -15.51 9.76
H: 8.54 -11.49 13.81
H: 11.47 -20.84 6.95
C: 13.82 -15.33 9.86
H: 14.49 -14.56 10.24
H: 10.80 -11.31 9.55
O: 6.49 -14.47 3.78
C: 7.87 -12.56 4.16
Cl: 6.63 -10.21 13.49
C: 11.36 -16.34 4.85
H: 10.22 -19.58 6.83
C: 5.62 -16.86 6.00
C: 7.54 -11.72 13.43
O: 8.96 -17.22 12.68
N: 12.49 -12.74 6.33
O: 4.19 -18.50 11.18
Cl: 12.72 -21.22 11.82
C: 11.29 -19.79 6.73
O: 6.84 -15.41 10.35
H: 12.99 -11.59 8.08
H: 12.18 -10.63 10.49
H: 11.39 -17.12 4.09
O: 4.43 -10.33 7.15
H: 4.82 -14.08 10.07
H: 8.26 -13.94 8.29
H: 9.25 -13.76 9.61
H: 11.17 -19.99 10.47
C: 5.96 -11.26 8.57
H: 5.21 -11.21 9.37
H: 12.50 -10.61 6.66
H: 10.86 -14.68 13.21
H: 10.04 -17.45 9.95
O: 6.19 -15.78 12.40
O: 11.93 -17.99 8.11
N: 9.48 -16.16 12.45
Cl: 6.72 -12.95 14.44
N: 6.08 -15.34 11.28
O: 12.45 -13.54 9.85
H: 9.26 -12.49 8.28
O: 12.91 -19.87 8.47
H: 11.36 -9.75 9.12
H: 11.09 -16.33 13.79
H: 8.19 -12.74 3.13
N: 5.24 -18.52 10.52
Cl: 7.65 -12.36 11.81
H: 6.54 -19.58 11.90
H: 7.03 -11.88 4.28
Cl: 12.40 -18.36 11.45
N: 6.13 -16.19 7.25
N: 10.21 -9.95 10.96
O: 10.33 -10.22 12.18
O: 7.76 -14.48 5.51
N: 5.28 -11.19 7.27
N: 12.13 -19.16 7.83
H: 9.78 -15.44 14.48
H: 13.69 -16.17 10.54
C: 12.33 -11.53 7.22
H: 4.72 -16.32 5.72
H: 7.05 -19.64 10.24
H: 4.68 -13.93 11.79
O: 5.62 -11.98 6.40
H: 6.49 -10.31 8.57
H: 6.51 -12.20 8.55
C: 10.34 -15.58 13.56
H: 12.25 -16.29 5.46
C: 11.25 -10.41 9.98
H: 5.45 -17.92 6.20
H: 11.63 -19.46 5.75
H: 6.53 -16.76 5.42
O: 9.29 -15.54 11.42
H: 9.28 -17.86 8.45
O: 12.75 -12.61 5.19
H: 5.66 -20.57 10.70

***

# 2
A 8-piece molecular cluster, C13H43N11O8 overall at a distorted geometry, computed with the ωB97M-V functional and the def2-TZVPD basis.

Calculated values
Energy relative to the best compared isomer or geometry (same formula, charge and spin) (kJ/mol): 194.9
LUMO energy (eV): -0.20
Charge: 0
Energy (eV): -46951.0476
Orbital gap (Eh): 0.3196
F_max (Eh/bohr): 0.110
SMILES string: COC[C@H](C)N.NC(N)=O.NC(N)=O.NC(N)=O.NC(N)=O.NC(N)=O.CCO.CCO

Atoms and positions in Å:
O: 3.44 -3.29 1.65
H: 0.87 0.45 -5.25
H: -3.64 0.96 3.47
H: 1.42 2.44 2.33
H: -0.46 3.79 -2.14
H: -3.44 -4.34 -3.65
H: 2.01 2.51 4.83
H: -4.81 -3.86 -2.55
H: -3.21 5.67 -2.44
C: -3.04 -3.76 -1.78
H: 2.80 -1.72 2.58
O: -2.31 -1.13 0.54
H: -4.23 -1.02 0.95
H: -1.36 -4.19 -2.93
N: -1.74 -3.99 -2.02
H: 0.68 -3.48 1.29
H: -0.70 0.75 1.40
N: 0.93 0.35 -2.96
C: 1.43 -4.23 -2.22
H: 4.49 1.15 4.37
N: 2.68 3.15 4.45
N: 1.48 -2.89 -2.12
H: 1.19 0.23 -1.99
C: -1.40 -0.52 -0.37
C: -4.96 -0.32 2.66
H: -3.15 0.24 1.94
C: -1.97 4.63 -1.17
H: 1.85 3.26 -0.61
H: 1.66 2.03 -5.39
H: 1.91 -2.45 -1.31
N: 1.36 1.24 -4.84
O: 2.16 2.18 -2.96
N: -2.95 5.41 -1.50
H: -1.77 4.38 -3.12
H: 1.07 -2.31 -2.83
H: 1.52 -2.16 0.53
C: 3.77 1.17 3.55
H: 4.31 -3.13 2.05
O: -1.59 4.39 -0.06
H: 2.17 -3.34 3.26
C: -0.83 0.71 0.32
H: -3.20 5.98 -0.71
N: -1.40 4.14 -2.22
N: -5.05 -0.98 1.54
H: 0.42 -1.98 1.97
H: 2.03 3.80 4.03
H: -1.87 -0.36 -1.35
C: 3.36 2.54 3.20
H: 0.65 3.75 0.45
H: -5.81 -1.63 1.44
H: 4.28 3.01 2.85
H: 3.05 0.41 3.83
H: 0.35 -0.21 -3.58
H: -1.14 -3.71 -1.26
C: 1.22 -2.55 1.50
H: 1.72 4.97 -0.19
N: 2.03 -4.75 -1.23
O: -3.51 -3.41 -0.72
H: 1.90 -5.75 -1.12
C: 2.44 2.57 1.97
H: -0.56 -1.18 -0.59
O: 0.83 -4.84 -3.11
C: 2.42 -2.72 2.39
H: 2.71 1.82 1.23
H: 0.18 0.95 -0.01
C: 1.56 1.30 -3.55
N: -3.78 0.29 2.73
H: 4.37 0.80 2.72
O: 2.62 3.77 1.29
O: -5.82 -0.31 3.56
H: 2.59 -4.23 -0.58
H: -2.55 -1.93 0.07
H: -1.53 1.52 0.09
N: -3.84 -4.03 -2.78
C: 1.69 3.96 0.21

***

# 3
C13H44B3IN16O11 as an isolated structure at a distorted geometry, computed with the ωB97M-V functional and the def2-TZVPD basis.

Calculated values
LUMO energy (eV): 0.15
Charge: 0
Energy (eV): -70705.0361
Orbital gap (Eh): 0.3433
F_max (Eh/bohr): 0.053

Atoms and positions in Å:
C: 5.86 -1.56 0.08
H: -5.72 3.46 2.64
H: -4.09 -0.46 -3.05
H: 7.31 -1.03 -4.79
H: 1.47 -2.73 0.17
H: -1.13 -0.09 3.00
H: -1.09 1.29 -2.52
H: -5.67 0.67 0.49
H: -0.13 -3.37 4.14
H: 3.56 0.28 8.22
H: -9.11 0.67 4.84
C: 0.87 -2.06 0.82
H: -1.18 -0.43 1.19
H: -1.15 1.66 -6.88
O: -0.12 -0.28 -8.02
H: 7.71 -2.19 -0.42
C: -9.18 2.10 3.31
C: 3.06 2.28 8.54
H: 1.83 -1.80 -7.93
H: 4.34 0.98 1.84
H: -3.95 0.50 0.55
H: 10.58 -0.09 -2.64
C: -2.47 -0.14 -1.88
N: -5.80 2.68 2.03
H: -1.33 -3.02 -6.96
C: 8.89 -0.71 -3.56
H: -2.07 -2.79 2.58
H: -6.71 2.39 1.71
H: 6.80 -1.67 -1.78
H: -0.85 -3.36 0.72
N: -4.79 0.99 0.84
C: -4.64 2.05 1.67
H: -3.02 0.74 -3.69
H: -0.74 0.49 -1.03
H: -2.13 -1.52 -7.26
H: 8.38 0.19 -5.38
B: 3.03 -1.14 3.86
N: -9.41 3.10 4.21
O: 2.83 3.15 9.38
I: 3.99 -1.90 5.69
H: 3.96 -0.85 0.16
H: 10.29 0.74 -4.12
N: -4.10 2.91 -6.92
B: 3.38 0.43 2.28
H: -4.84 3.16 -6.30
N: -1.29 -2.06 -7.26
H: 0.27 -3.83 2.02
C: -0.20 -2.95 1.52
O: -2.76 -0.96 -1.01
H: 0.98 -3.18 -7.35
O: -3.54 2.43 2.07
O: -2.86 2.21 -5.16
H: 0.17 -1.57 4.26
H: 3.41 0.78 9.86
H: -8.87 0.10 3.23
N: 0.97 -2.22 -7.64
H: -1.44 -2.32 4.69
N: -1.99 2.06 -7.25
C: -1.12 -2.22 2.56
H: -2.07 2.18 -8.24
N: -1.34 0.62 -1.82
C: -2.97 2.38 -6.37
O: 2.38 -0.05 1.39
C: -0.15 -1.45 -7.66
N: 3.02 2.53 7.20
N: 10.01 0.05 -3.45
B: 1.90 -1.34 1.80
H: 0.39 -1.32 0.17
N: 6.86 -1.82 -0.79
O: -9.09 2.30 2.11
H: -2.59 -0.66 2.21
H: -9.51 4.03 3.84
N: -9.04 0.86 3.86
H: 4.60 -0.88 -1.45
H: 2.80 3.46 6.91
N: -3.25 0.08 -2.97
H: -4.22 3.06 -7.90
O: 3.15 0.26 3.66
O: 2.34 -1.98 2.98
N: 4.72 -1.05 -0.47
O: 8.58 -1.55 -2.72
H: -9.48 2.97 5.20
C: -0.56 -2.36 4.03
O: 5.95 -1.76 1.29
C: -1.49 -0.75 2.19
N: 8.14 -0.48 -4.68
N: 3.37 1.00 8.89
H: 3.21 1.83 6.50

***

# 4
C13H44BCsN2O7 as an isolated structure at a distorted geometry, computed with the ωB97M-V functional and the def2-TZVPD basis.

Calculated values
LUMO energy (eV): -1.90
Charge: 0
Energy (eV): -32724.8704
Orbital gap (Eh): 0.2201
F_max (Eh/bohr): 0.101

Atoms and positions in Å:
H: -3.36 -2.45 -3.33
H: 5.18 -0.02 1.01
H: -0.12 0.91 -1.91
C: -4.99 -0.84 2.86
H: -1.26 1.04 -0.62
H: 0.12 -5.34 2.95
C: 2.28 5.37 6.42
O: -3.05 0.41 3.45
H: 4.49 2.31 -4.82
H: -4.76 -0.66 1.81
N: 2.95 4.19 -3.00
C: 3.90 3.94 -3.87
H: -1.34 -6.43 3.05
H: -2.39 -5.10 -4.43
O: 2.55 4.10 4.39
H: -3.11 5.32 -6.47
C: -2.46 4.46 -6.37
H: 3.30 5.72 6.53
H: 0.66 -5.94 5.37
H: -2.48 2.35 -6.02
H: -3.19 -1.73 3.52
H: 4.38 -3.07 0.51
H: 5.53 -1.30 2.05
C: -3.18 3.17 -5.87
H: -4.33 -3.67 -4.12
H: 4.14 -1.91 -0.70
H: 1.08 3.71 5.76
H: -0.19 -8.23 3.94
H: 2.37 3.44 -2.65
C: 4.84 -1.03 1.25
C: 0.36 -7.30 4.06
C: 2.13 4.00 5.73
H: -2.83 2.77 -4.02
H: -2.35 -4.48 -2.82
H: -5.53 -1.79 2.90
C: -2.26 -4.18 -3.87
H: -2.19 4.24 -7.40
Cs: -2.29 5.52 0.93
O: 0.07 -6.70 5.30
H: 1.40 -7.45 3.79
H: 1.71 6.17 5.93
H: -4.05 -0.81 4.70
O: -1.00 -3.55 -4.09
C: -3.37 -3.15 -4.16
C: -3.76 -0.81 3.66
H: -0.19 -0.35 -0.69
H: 5.75 -2.32 -0.38
H: 2.94 2.29 -3.88
O: -3.44 3.33 -4.51
H: -3.34 -2.54 -5.06
N: 3.80 2.71 -4.21
H: -1.52 4.77 -5.90
H: 0.42 1.24 -0.20
C: 4.80 -2.14 0.13
H: -0.03 -6.77 1.96
H: 2.63 3.13 6.16
O: 3.60 -1.07 1.86
H: 2.85 5.16 -2.73
H: -5.57 0.05 3.09
O: 4.72 4.74 -4.28
H: 1.96 5.41 7.46
H: -4.10 3.00 -6.42
H: 2.27 3.33 3.89
B: -0.26 0.71 -0.86
H: -2.72 0.41 2.55
C: -0.26 -6.37 2.94
H: -0.87 -2.85 -3.44
H: 2.96 -1.05 1.15

***

# 5
A 9-piece molecular cluster, C13H44N2O9 overall at a distorted geometry, computed with the ωB97M-V functional and the def2-TZVPD basis.

Calculated values
Energy relative to the best compared isomer or geometry (same formula, charge and spin) (kJ/mol): 408.6
LUMO energy (eV): 0.15
Charge: 0
Energy (eV): -35598.6325
Orbital gap (Eh): 0.3569
F_max (Eh/bohr): 0.129
SMILES string: NC(N)=O.CCO.CCO.CCO.CCO.CO.CO.CO.CO

Atoms and positions in Å:
O: -0.84 -0.82 0.17
H: 2.61 1.13 1.67
H: -2.07 2.34 -0.29
H: -0.56 4.17 0.54
C: 0.10 -0.72 -3.05
H: 0.96 -0.82 2.74
H: 3.83 -3.52 0.78
H: -3.13 4.68 -3.33
C: -2.15 4.56 -2.83
H: -0.27 -3.41 -1.29
H: 0.15 -5.85 2.58
C: -1.01 -4.14 -1.54
C: -0.10 0.95 3.09
H: 0.24 -1.43 -3.87
H: -0.93 1.55 -1.25
H: -2.39 4.48 -1.75
C: 2.14 2.08 -0.26
C: 2.22 -2.74 -0.03
H: -2.28 0.20 1.05
H: -0.55 -0.47 1.77
H: -0.02 -5.82 -1.51
H: 2.04 2.45 -2.14
H: -0.68 1.89 0.48
H: -1.81 3.33 2.15
H: -0.09 -2.80 2.13
H: 1.77 0.64 3.99
C: 2.44 0.86 0.63
H: -1.42 -3.93 2.24
H: 1.00 2.25 4.14
O: -1.18 1.78 2.88
H: 1.32 -2.32 0.31
H: -0.28 -0.63 -0.55
H: -1.51 5.43 -3.06
H: -1.99 2.45 -3.19
H: -2.61 -0.10 -0.70
O: -0.25 -4.66 4.13
H: 2.93 2.86 -0.16
H: 1.37 -4.66 2.80
C: 0.31 -4.79 2.84
H: 1.93 -3.48 -0.79
H: -0.31 -5.51 4.56
N: 0.04 -0.29 2.66
O: -1.15 3.50 -4.69
H: 2.70 -1.94 -0.61
H: -0.94 -0.82 -2.74
O: 1.00 -0.80 -2.04
H: 1.44 0.04 -1.90
C: -1.36 3.34 -3.32
N: 0.93 1.25 3.86
H: -1.54 -4.51 -0.72
H: 1.26 2.63 -0.04
H: 3.36 0.35 0.34
H: -1.37 5.72 0.82
C: -1.33 1.54 -0.27
C: -0.39 -3.78 1.97
O: -2.12 4.19 1.85
O: 2.10 1.67 -1.64
H: -0.40 3.24 -2.76
C: -1.01 4.83 1.30
H: 0.15 0.28 -3.49
H: -0.32 5.21 2.04
H: -0.17 -4.03 0.93
O: -0.45 -5.29 -2.15
H: -1.78 -3.66 -2.16
O: 2.95 -3.25 1.07
H: -0.43 2.90 -4.89
H: 1.75 0.08 0.49
C: -1.88 0.16 0.06

***

# 6
C13H45B5Br3O6S3V as an isolated structure at a distorted geometry, computed with the ωB97M-V functional and the def2-TZVPD basis.

Calculated values
Energy relative to the best compared isomer or geometry (same formula, charge and spin) (kJ/mol): 0.0
LUMO energy (alpha / beta) (eV): 3.42 / 3.42
Charge: -2
Energy (eV): -298187.2934
Orbital gap (alpha / beta) (Eh): 0.1824 / 0.1825
F_max (Eh/bohr): 0.079
2S+1: 3

Atoms and positions in Å:
H: 1.78 -1.82 19.94
V: -4.27 -0.15 27.47
O: -3.21 -3.41 21.90
C: 0.15 -1.72 28.78
H: -2.02 0.42 25.03
H: -3.10 -3.21 28.15
H: -1.62 5.48 25.24
H: 2.80 -0.71 21.49
C: -5.43 -4.09 23.11
H: -6.49 -5.18 24.54
H: -6.56 3.88 23.74
H: 0.64 2.65 26.76
H: -5.28 2.82 24.65
B: -2.78 0.06 25.81
H: -2.85 -1.38 28.39
Br: -0.65 -0.78 30.30
H: 2.75 -2.08 22.58
H: -6.58 3.91 25.57
H: -0.16 5.76 24.24
H: -4.33 -4.90 26.16
H: -5.97 -3.70 25.22
Br: 0.45 -0.36 27.35
S: -0.67 3.44 24.95
C: -4.22 -4.87 25.08
H: -3.52 0.90 25.90
C: 1.15 -0.60 22.85
H: 0.51 4.44 28.26
C: 1.38 -2.19 20.89
H: 1.05 0.39 22.42
H: -3.61 2.56 29.32
H: -6.22 -3.67 22.48
H: -4.66 1.05 29.14
H: -1.16 4.74 27.94
C: -5.64 -4.50 24.55
H: -3.00 0.83 28.66
O: -1.45 -0.38 22.80
S: -3.99 -3.05 23.07
O: -2.04 3.15 24.61
H: -4.40 -2.05 28.98
H: -2.29 -4.01 24.54
H: -4.06 -1.91 27.18
H: -2.25 -0.03 26.79
C: -0.56 5.25 25.11
Br: 1.85 -2.58 29.40
C: 2.12 -1.41 21.99
H: 1.28 5.27 26.26
H: -5.39 0.50 24.76
C: -0.35 3.10 26.72
H: -0.48 -1.18 20.20
C: -3.33 -3.70 24.62
H: -0.68 -2.89 20.79
O: -4.36 -1.67 23.29
H: -5.16 -4.99 22.54
C: -0.14 -1.95 20.88
B: -3.80 1.61 28.72
H: -3.37 -2.78 25.20
H: -5.42 -0.87 26.12
H: -3.33 -0.88 25.58
H: -0.50 -2.44 28.30
H: -5.68 0.81 26.54
S: -0.46 -1.39 22.63
H: -6.98 0.19 25.52
H: 1.27 -0.70 23.93
B: -3.60 -2.17 28.16
C: 0.21 5.47 26.41
H: -1.18 2.47 27.04
O: 0.43 2.81 24.19
H: 0.08 6.52 26.67
H: -7.10 2.30 24.65
C: -0.22 4.46 27.45
O: -0.54 -2.66 23.35
H: -3.82 -5.78 24.62
B: -6.37 3.20 24.67
B: -5.85 0.08 25.71
H: 1.63 -3.23 21.06
H: -4.03 1.90 27.66